The following is a quantum chemistry calculation of a 5-piece molecular cluster, C35H36ClF4O2S overall, from the Open Molecules 2025 dataset.

Atoms and positions in Å:
1 C 1.16223 0.80499 -4.53755
2 C -0.15839 -0.14952 -4.24166
3 C 0.04687 -1.42238 -3.22638
4 C -1.26363 -2.35460 -2.90291
5 C -2.78484 -2.11438 -3.53413
6 C -3.94971 -3.15560 -3.03738
7 C -5.02529 -3.59885 -4.19482
8 C -4.67757 -2.45337 -1.70526
9 C -2.98914 -0.84132 -4.55811
10 O -4.32265 -0.59956 -5.13218
11 C -4.60082 0.83274 -5.32066
12 S -4.72865 1.80541 -3.70933
13 O -4.48802 3.43718 -4.17036
14 Cl -6.65621 1.55100 -2.86817
15 C -1.64471 0.09176 -4.89030
16 H 0.96695 1.39481 -5.54674
17 H 2.13526 0.14591 -4.56992
18 H 1.34074 1.61287 -3.68032
19 H 1.11572 -1.64987 -2.75750
20 H -1.10353 -3.25574 -2.14220
21 H -3.41736 -4.16187 -2.67995
22 H -6.10176 -3.29541 -3.77734
23 H -4.80788 -3.16331 -5.26413
24 H -5.08865 -4.78214 -4.33937
25 H -5.13623 -1.42479 -2.07967
26 H -5.50697 -3.12862 -1.22895
27 H -3.79805 -2.19753 -0.95130
28 H -5.68507 0.89626 -5.81620
29 H -3.86793 1.30179 -6.10940
30 H -5.31007 3.99962 -3.94272
31 H -1.75635 0.99560 -5.64626
32 F 0.96695 0.38417 -0.27853
33 C -0.08649 1.14236 0.05319
34 C 0.11167 2.30279 0.79331
35 C -0.98433 3.09523 1.13453
36 C -2.26881 2.71212 0.74069
37 C -2.45795 1.54293 0.00235
38 C -1.36065 0.75674 -0.34820
39 H 1.11568 2.58005 1.09751
40 H -0.83916 4.00845 1.70628
41 H -3.12384 3.32815 1.01087
42 H -3.45904 1.24463 -0.29952
43 H -1.48858 -0.15044 -0.92940
44 F 1.93512 3.16856 5.45475
45 C 2.48510 2.07443 4.91159
46 C 3.43306 1.35573 5.63166
47 C 4.00218 0.21354 5.06856
48 C 3.62454 -0.19137 3.78590
49 C 2.67592 0.53958 3.06912
50 C 2.09888 1.67521 3.63693
51 H 3.72012 1.69008 6.62325
52 H 4.73846 -0.35972 5.62643
53 H 4.07198 -1.07977 3.34532
54 H 2.38661 0.22484 2.06935
55 H 1.35347 2.25003 3.09741
56 F -0.16488 -4.71326 -1.41797
57 C 0.38510 -5.80739 -1.96114
58 C 1.33306 -6.52609 -1.24107
59 C 1.90218 -7.66828 -1.80416
60 C 1.52454 -8.07319 -3.08682
61 C 0.57592 -7.34224 -3.80360
62 C -0.00112 -6.20661 -3.23580
63 H 1.62012 -6.19173 -0.24948
64 H 2.63846 -8.24154 -1.24629
65 H 1.97198 -8.96159 -3.52741
66 H 0.28661 -7.65698 -4.80337
67 H -0.74653 -5.63179 -3.77532
68 F 4.27492 3.51218 8.07493
69 C 4.55721 4.80402 7.86030
70 C 5.40053 5.47524 8.73889
71 C 5.69881 6.81894 8.51292
72 C 5.14109 7.47999 7.41577
73 C 4.29172 6.79894 6.54246
74 C 4.00261 5.45244 6.76244
75 H 5.81776 4.94764 9.59037
76 H 6.36323 7.35060 9.18956
77 H 5.37046 8.52923 7.24242
78 H 3.85556 7.31663 5.69154
79 H 3.35155 4.90541 6.08864

## Properties
Strongest force on any atom   0.109 hartree/bohr
Orbital gap   0.1469 Eh
Total charge   +1
Total energy   -2762.884586 hartree
HOMO level   -0.37439 Eh